C22H27N3O2S | ωB97M-V with the def2-TZVPD basis set

CARTESIAN COORDINATES (ANGSTROEM)
O  0.49  2.00  0.00
C  0.69  1.18  0.88
N  1.94  0.88  1.32
C  3.12  1.43  0.71
C  3.76  0.44  -0.28
N  4.88  1.04  -0.97
C  6.10  1.06  -0.18
C  7.18  1.81  -0.95
O  7.44  1.22  -2.19
C  6.26  1.17  -2.97
C  5.15  0.40  -2.25
C  -0.42  0.45  1.56
C  -0.33  -0.06  2.85
C  -1.41  -0.73  3.38
C  -2.59  -0.89  2.66
C  -2.73  -0.33  1.37
C  -1.60  0.32  0.85
N  -3.88  -0.41  0.63
C  -4.00  0.34  -0.60
C  -3.19  -0.26  -1.73
C  -2.56  0.55  -2.66
C  -1.84  0.00  -3.70
C  -1.72  -1.38  -3.81
C  -2.34  -2.20  -2.89
C  -3.07  -1.64  -1.85
C  -5.10  -0.88  1.24
C  -4.87  -2.18  2.00
S  -3.86  -1.82  3.46
H  2.06  0.10  1.94
H  2.82  2.33  0.17
H  3.83  1.71  1.50
H  4.05  -0.48  0.26
H  3.00  0.18  -1.01
H  5.91  1.57  0.76
H  6.45  0.03  0.04
H  8.13  1.79  -0.40
H  6.86  2.85  -1.09
H  6.53  0.69  -3.91
H  5.91  2.20  -3.16
H  4.25  0.42  -2.86
H  5.47  -0.65  -2.12
H  0.56  0.08  3.46
H  -1.36  -1.15  4.37
H  -1.61  0.74  -0.14
H  -5.05  0.34  -0.90
H  -3.70  1.38  -0.45
H  -2.64  1.63  -2.57
H  -1.35  0.64  -4.42
H  -1.15  -1.81  -4.62
H  -2.26  -3.27  -2.97
H  -3.55  -2.28  -1.12
H  -5.53  -0.14  1.93
H  -5.83  -1.07  0.44
H  -4.35  -2.91  1.39
H  -5.81  -2.60  2.36

Computed properties:
SMILES: O=C(NCCN1CCOCC1)c1ccc2c(c1)N(Cc1ccccc1)CCS2
Energy above the lowest of the compared OMol25 structures with the same formula, charge and spin (kJ/mol): 159.7
E_LUMO (eV): 0.65

=====

C5H7NO2S | ωB97M-V with the def2-TZVPD basis set

CARTESIAN COORDINATES (ANGSTROEM)
C  1.19  1.82  0.47
C  1.58  0.40  0.20
O  2.70  -0.03  0.32
C  0.41  -0.48  -0.18
O  1.14  -1.85  -1.02
N  -0.49  0.02  -1.11
C  -1.69  -0.24  -0.87
C  -2.05  -0.96  0.39
S  -0.46  -1.16  1.26
H  0.72  1.88  1.45
H  0.48  2.16  -0.28
H  2.08  2.45  0.47
H  2.06  -1.78  -0.74
H  -2.46  0.06  -1.56
H  -2.72  -0.37  1.01
H  -2.51  -1.93  0.20

Computed properties:
SMILES: CC(=O)[C@]1(O)N=CCS1
Energy above the lowest of the compared OMol25 structures with the same formula, charge and spin (kJ/mol): 128.9
E_LUMO (eV): 0.43

=====

CH4FN2 | ωB97M-V with the def2-TZVPD basis set

CARTESIAN COORDINATES (ANGSTROEM)
C  0.59  -0.10  -0.01
N  0.51  1.18  0.06
N  -1.15  -0.87  -0.01
F  1.52  -0.92  -0.25
H  -0.38  1.80  0.20
H  1.30  1.77  0.11
H  -1.16  -1.35  -0.93
H  -1.22  -1.50  0.83

Computed properties:
Energy above the lowest of the compared OMol25 structures with the same formula, charge and spin (kJ/mol): 306.8
E_LUMO (eV): -5.32
Net charge: +1

=====

ClH2NO2S | ωB97M-V with the def2-TZVPD basis set

CARTESIAN COORDINATES (ANGSTROEM)
N  0.14  0.17  -0.38
O  -2.30  1.15  1.01
O  -1.49  0.78  -1.20
S  -2.75  0.78  -0.31
Cl  -3.11  -1.31  0.05
H  -0.13  -0.79  -0.24
H  0.14  0.80  0.44

Computed properties:
Energy above the lowest of the compared OMol25 structures with the same formula, charge and spin (kJ/mol): 105.8
Spin multiplicity: 3
E_LUMO (spin up / spin down) (eV): 0.46 / -4.07

=====

C3H4N2O2S | ωB97M-V with the def2-TZVPD basis set

CARTESIAN COORDINATES (ANGSTROEM)
O  -1.69  2.10  1.23
C  -0.59  1.48  1.19
O  -0.16  0.08  1.30
N  -0.95  -1.05  1.26
C  -0.38  -1.85  0.37
N  0.74  -1.64  -0.62
C  1.33  -0.70  -1.39
S  0.69  0.75  -1.58
H  0.29  2.00  1.38
H  -0.85  -2.79  0.62
H  1.37  -2.35  -0.33
H  2.28  -1.06  -2.13

Computed properties:
SMILES: O=CO/N=C\NC=S
Energy above the lowest of the compared OMol25 structures with the same formula, charge and spin (kJ/mol): 521.6
E_LUMO (eV): -0.24

=====

C4H9NO2 | ωB97M-V with the def2-TZVPD basis set

CARTESIAN COORDINATES (ANGSTROEM)
C  0.50  -1.92  0.36
C  0.08  -0.47  0.53
C  1.15  0.56  0.17
O  0.41  1.70  -0.21
C  -0.84  1.30  -0.74
O  -1.81  2.16  -0.27
N  -1.03  -0.09  -0.35
H  -0.32  -2.60  0.57
H  1.33  -2.16  1.03
H  0.85  -2.09  -0.67
H  -0.24  -0.31  1.57
H  1.80  0.83  1.00
H  1.77  0.20  -0.67
H  -0.87  1.41  -1.83
H  -1.75  2.17  0.69
H  -1.03  -0.69  -1.18

Computed properties:
SMILES: C[C@H]1CO[C@H](O)N1
Energy above the lowest of the compared OMol25 structures with the same formula, charge and spin (kJ/mol): 120.0
E_LUMO (eV): 0.97

=====

C5H7NO | ωB97M-V with the def2-TZVPD basis set

CARTESIAN COORDINATES (ANGSTROEM)
N  2.20  0.29  0.68
C  1.39  -0.11  -0.18
O  0.91  -1.32  -0.64
C  -0.36  -0.67  -0.97
C  -1.23  -0.57  0.31
C  -0.65  0.85  0.61
C  0.23  0.71  -0.67
H  2.54  -0.31  1.39
H  -0.77  -1.00  -1.93
H  -0.96  -1.34  1.03
H  -2.31  -0.59  0.14
H  -0.02  0.91  1.50
H  -1.36  1.67  0.63
H  0.39  1.53  -1.37

Computed properties:
Energy above the lowest of the compared OMol25 structures with the same formula, charge and spin (kJ/mol): 236.2
E_LUMO (eV): 1.05

=====

C3H5N2 | ωB97M-V with the def2-TZVPD basis set

CARTESIAN COORDINATES (ANGSTROEM)
C  1.33  -0.38  -0.26
C  0.15  -0.05  0.30
C  -1.09  -0.08  -0.81
N  -1.02  -0.94  0.18
N  -0.56  1.12  0.11
H  2.30  0.35  -0.18
H  1.64  -1.34  -0.34
H  -1.27  -1.86  0.34
H  -1.22  1.21  0.89
H  -0.26  1.96  -0.22

Computed properties:
Energy above the lowest of the compared OMol25 structures with the same formula, charge and spin (kJ/mol): 681.3
E_LUMO (eV): -5.16
Net charge: +1

=====

C10H20ClIO3PRh | ωB97M-V with the def2-TZVPD basis set

CARTESIAN COORDINATES (ANGSTROEM)
C  6.59  -2.48  0.99
C  5.86  -1.26  0.50
H  7.67  -2.36  0.79
H  6.23  -3.37  0.47
H  6.45  -2.60  2.08
O  6.28  -0.25  -0.01
I  3.71  -1.45  0.81
Rh  0.54  0.33  0.32
P  -0.07  -0.49  -1.58
C  -0.60  0.62  -2.92
C  1.28  -1.48  -2.24
H  -1.39  -2.09  -0.39
H  -1.70  -2.13  -2.17
H  -2.42  -0.83  -1.15
C  -1.55  -1.49  -1.29
H  1.57  -2.24  -1.50
H  0.95  -1.94  -3.17
H  -0.75  0.02  -3.83
H  0.17  1.38  -3.12
H  2.13  -0.83  -2.44
H  -1.54  1.12  -2.66
C  0.47  2.02  -0.29
O  0.37  3.14  -0.61
Cl  0.64  -1.81  1.34
C  -3.38  1.76  2.74
C  -3.82  2.42  1.42
C  -3.26  1.47  0.37
O  -2.04  0.92  0.91
C  -2.21  0.84  2.35
H  -3.11  2.47  3.52
H  -4.18  1.11  3.11
H  -3.35  3.42  1.28
H  -4.90  2.53  1.34
H  -3.99  0.66  0.20
H  -3.01  1.95  -0.59
H  -1.26  1.14  2.82
H  -2.41  -0.22  2.59

Computed properties:
Energy above the lowest of the compared OMol25 structures with the same formula, charge and spin (kJ/mol): 25.8
Spin multiplicity: 5
E_LUMO (spin up / spin down) (eV): -6.99 / -11.33
Net charge: +2

=====

C12H13N7O | ωB97M-V with the def2-TZVPD basis set

CARTESIAN COORDINATES (ANGSTROEM)
N  -6.42  -0.38  -0.43
C  -5.69  0.67  0.02
N  -6.13  1.74  0.65
N  -5.07  2.53  0.81
N  -4.02  2.03  0.33
N  -4.35  0.83  -0.20
C  -3.40  -0.01  -0.87
C  -3.23  -1.34  -0.14
O  -4.16  -2.09  0.11
N  -1.96  -1.65  0.22
N  -0.90  -0.87  -0.04
C  0.26  -1.24  0.34
C  1.40  -0.42  0.07
C  2.64  -0.78  0.43
C  3.86  -0.04  0.21
C  5.08  -0.61  0.59
C  6.27  0.06  0.40
C  6.27  1.32  -0.18
C  5.08  1.90  -0.55
C  3.88  1.24  -0.36
H  -7.35  -0.42  -0.04
H  -5.92  -1.27  -0.43
H  -2.46  0.53  -0.90
H  -3.76  -0.22  -1.89
H  -1.83  -2.54  0.72
H  0.41  -2.19  0.87
H  1.19  0.50  -0.44
H  2.77  -1.73  0.94
H  5.08  -1.59  1.04
H  7.20  -0.40  0.70
H  7.21  1.84  -0.33
H  5.07  2.89  -1.00
H  2.96  1.71  -0.66

Computed properties:
SMILES: Nc1nnnn1CC(=O)N/N=C/C=C/c1ccccc1
E_LUMO (eV): -0.52

=====

Computed values of DFT total energy (unit: eV) for the preceding records, in sequence: -42653.0989 -21717.2124 -6789.4491 -28969.8414 -21081.4257 -9878.8170 -8833.7546 -6158.8309 -49736.7532 -25131.3446.